# 1
The following is a DFT calculation (ωB97M-V with the def2-TZVPD basis set) of 12 unconnected molecules or ions with the total composition C48H68F4O24 in a non-equilibrium geometry.

ORCA input file:
```
! RIJCOSX wB97M-V def2-TZVPD def2/J DEFGRID3
* xyz 0 1
C 6.3480 15.7077 24.0939
O 6.3314 17.0697 24.4635
C 5.6042 17.3247 25.5357
O 4.8942 16.5438 26.0858
O 5.8017 18.5991 25.8928
C 5.0508 19.0156 27.0220
H 5.3549 15.2757 24.2069
H 7.0254 15.1514 24.7530
H 6.7332 15.6022 23.0894
H 5.3430 20.0279 27.2819
H 5.1863 18.3572 27.8828
H 3.9678 19.0182 26.8477
C 3.0394 16.3804 22.1571
O 3.5589 17.5557 22.7361
C 2.7280 18.5971 22.8029
O 1.6522 18.6424 22.2826
O 3.2449 19.5485 23.6085
C 2.4912 20.7209 23.7351
H 1.9566 16.3529 22.3388
H 3.4049 15.5040 22.6773
H 3.2145 16.3463 21.0854
H 2.8331 21.4407 22.9957
H 2.6918 21.0696 24.7423
H 1.4338 20.5246 23.6041
C 6.7397 17.0800 18.2529
O 6.5744 18.3852 18.8675
C 7.6722 18.8218 19.4700
O 8.6846 18.2102 19.5316
O 7.4493 20.0533 19.9139
C 8.5641 20.7691 20.4348
H 5.7432 16.7811 17.9372
H 7.0849 16.3177 18.9508
H 7.4254 17.1501 17.4077
H 8.6951 21.6728 19.8257
H 9.4749 20.1802 20.3722
H 8.3959 21.1133 21.4473
C 8.6289 4.9812 25.6208
O 8.1051 5.2141 24.3303
C 8.3783 6.4089 23.8290
O 9.1396 7.2031 24.2835
O 7.6664 6.5702 22.7280
C 7.8422 7.8318 22.0470
H 8.5650 5.8646 26.2513
H 9.6849 4.7195 25.5277
H 8.0826 4.1560 26.0556
H 6.8626 8.2958 21.9975
H 8.1499 7.5165 21.0518
H 8.6047 8.4577 22.4737
C -0.2641 9.6147 20.0470
O -1.6737 9.6548 20.3089
C -2.3188 8.5296 20.1578
O -1.8180 7.4539 20.0063
O -3.6189 8.8093 20.1874
C -4.5208 7.7006 20.1266
H -0.0110 9.6937 18.9916
H 0.1890 8.7750 20.5787
H 0.1625 10.5005 20.5246
H -5.0764 7.6402 21.0605
H -3.9868 6.7927 19.8786
H -5.2589 7.9254 19.3554
C 10.9926 9.6602 18.8579
O 10.9838 10.4431 20.0274
C 9.8706 10.4384 20.6799
O 8.8340 10.1597 20.2160
O 10.1341 10.8033 21.9211
C 9.0489 10.9152 22.8642
H 10.6467 8.6470 19.0598
H 12.0243 9.6395 18.5226
H 10.3857 10.0804 18.0549
H 9.0264 11.9541 23.1730
H 9.2117 10.2487 23.7097
H 8.1200 10.6012 22.3890
C 4.2713 7.3281 21.4401
O 2.8767 7.1519 21.4102
C 2.4009 6.1974 20.6394
O 3.0584 5.4449 19.9452
O 1.0738 6.2361 20.7671
C 0.3373 5.2278 20.0610
H 4.8202 6.4089 21.6443
H 4.5207 8.1171 22.1420
H 4.6384 7.7112 20.4766
H -0.5766 5.0739 20.6141
H 0.9322 4.3260 19.9259
H 0.1144 5.5837 19.0517
C 2.7821 11.4437 24.6981
O 2.1852 10.4804 23.8620
C 1.3446 9.6385 24.4058
O 1.0883 9.5514 25.5601
O 0.8717 8.8885 23.4405
C -0.1794 8.0319 23.7473
H 3.7245 11.7216 24.2124
H 3.1306 11.0129 25.6385
H 2.1784 12.3386 24.7990
H -0.9876 8.2096 23.0251
H -0.6530 8.2086 24.7117
H 0.1014 6.9877 23.6356
F 5.3253 14.5551 21.3424
C 4.7997 13.3604 21.3359
C 3.5356 13.2272 20.8279
C 2.9643 11.9701 20.7530
C 3.6866 10.8781 21.2122
C 4.9291 11.0499 21.7801
C 5.5295 12.2924 21.7866
H 2.9576 14.0862 20.5052
H 1.9700 11.8141 20.3615
H 3.1890 9.9147 21.2037
H 5.4805 10.1797 22.1114
H 6.4761 12.4806 22.2797
F 7.7431 9.6008 27.7582
C 7.9430 10.8705 27.2990
C 7.4452 11.1975 26.0750
C 7.7127 12.4660 25.6078
C 8.5420 13.3070 26.3056
C 8.9931 12.9612 27.5573
C 8.6682 11.7279 28.0715
H 6.9334 10.5023 25.4263
H 7.3197 12.8247 24.6632
H 8.8559 14.2461 25.8631
H 9.6672 13.6073 28.1021
H 9.0708 11.3535 29.0030
F 1.7350 12.9767 17.3551
C 2.9594 13.4400 17.0841
C 3.1134 14.6368 16.4288
C 4.4017 15.1083 16.1471
C 5.5132 14.3910 16.5593
C 5.3571 13.1706 17.2105
C 4.0640 12.7164 17.4745
H 2.2689 15.1772 16.0155
H 4.4834 16.0045 15.5484
H 6.5067 14.7935 16.3838
H 6.2331 12.6217 17.5254
H 3.8715 11.7648 17.9701
F -2.5357 17.9908 20.3485
C -1.8455 16.9127 19.9186
C -2.4215 16.0496 19.0210
C -1.6722 14.9705 18.5418
C -0.3979 14.7704 19.0181
C 0.2058 15.7098 19.8369
C -0.5057 16.8254 20.2406
H -3.4128 16.2148 18.6150
H -2.1957 14.2577 17.9212
H 0.1409 13.9447 18.5721
H 1.2666 15.5908 20.0073
H -0.0689 17.5888 20.8813
*
```

Properties
Lowest unoccupied orbital energy = 0.4 eV
Orbital gap = 9.6 eV
HOMO level = -0.3375 hartree
Max |F| = 3.8 eV/A
M = 1105.040 g mol⁻¹

Mulliken population analysis, charges in e, atoms 1 to 8:
1. C -0.115
2. O -0.350
3. C 0.831
4. O -0.597
5. O -0.335
6. C -0.659
7. H 0.217
8. H -0.053

# 2
The following is a DFT calculation (ωB97M-V with the def2-TZVPD basis set) of a molecular structure, C19H46Cl2IrP2 in a non-equilibrium geometry.

ORCA input file:
```
! RIJCOSX wB97M-V def2-TZVPD def2/J DEFGRID3
* xyz -1 5
Ir -0.0707 -0.7030 0.4869
Cl 0.3890 -0.5562 -1.8696
P 0.9852 -2.5899 0.4066
C 2.6479 -2.5652 -0.4244
C 1.1450 -3.0585 2.2088
C -0.1677 -3.6775 -0.5805
C 3.4236 -1.2417 -0.3450
H 2.4206 -2.7490 -1.4882
C 3.4979 -3.7240 0.1064
H 3.9008 -3.4871 1.0946
H 4.3460 -3.9011 -0.5632
H 2.9507 -4.6666 0.1833
H 2.9305 -0.4654 -0.9316
H 4.4331 -1.3823 -0.7519
H 3.5152 -0.8864 0.6879
H -0.2046 -3.1612 -1.5595
C -1.5924 -3.7511 -0.0345
C 0.4570 -5.0517 -0.7556
H 1.3773 -5.0180 -1.3487
H -0.2388 -5.7275 -1.2705
H 0.6842 -5.4988 0.2194
H -1.7886 -2.9803 0.7190
H -1.8082 -4.7314 0.4154
H -2.3225 -3.5815 -0.8436
C 2.0535 -2.0508 2.9180
H 1.6046 -4.0592 2.2445
C -0.2083 -3.1146 2.9222
H 3.0637 -1.9876 2.5012
H 2.1372 -2.3132 3.9797
H 1.5956 -1.0561 2.8720
H -0.6707 -2.1220 2.9126
H -0.0503 -3.3828 3.9740
H -0.9022 -3.8386 2.4885
Cl -0.4431 0.3455 2.5021
H 1.1980 0.2495 0.4503
P -0.8665 2.7359 -0.8167
C -1.6550 2.5787 -2.4764
C -1.8043 3.6459 0.5257
C 0.8711 3.2853 -1.0236
C -2.4412 1.2894 -2.7114
H -0.7954 2.5852 -3.1653
C -2.4928 3.8368 -2.6605
H -3.3830 3.7982 -2.0264
H -2.8325 3.8868 -3.6950
H -1.9386 4.7550 -2.4469
H -1.7932 0.4122 -2.6015
H -2.8486 1.2905 -3.7331
H -3.2861 1.1958 -2.0131
H 1.2417 2.5920 -1.7962
C 1.8140 3.1417 0.1960
C 0.7719 4.7015 -1.5807
H 0.3321 4.7142 -2.5834
H 1.7705 5.1351 -1.6633
H 0.1798 5.3576 -0.9268
H 1.5257 2.2993 0.8342
H 1.8565 4.0601 0.7883
H 2.8243 2.9438 -0.1780
C -3.0112 2.8006 0.9228
H -2.1147 4.5963 0.0540
C -0.9232 3.9014 1.7383
H -3.6295 2.4694 0.0804
H -3.6576 3.3659 1.6036
H -2.6398 1.9290 1.4687
H -0.5946 2.9308 2.1275
H -1.5096 4.3845 2.5250
H -0.0534 4.5348 1.5411
C -2.0562 -0.7019 0.0742
H -2.3325 -1.2550 -0.8234
H -2.2315 0.3734 -0.0326
H -2.5850 -1.0852 0.9480
*
```

Properties
Lowest unoccupied orbital energy (alpha / beta) = 2.5 / 0.8 eV
Orbital gap (alpha / beta) = 2.0 / 5.7 eV
HOMO level (alpha / beta) = 0.0174 / -0.1810 hartree
Max |F| = 3.0 eV/A
M = 599.648 g mol⁻¹
⟨S²⟩ = 6.007

Mulliken population analysis, charges in e, atoms 1 to 8:
1. Ir 0.241
2. Cl -0.560
3. P -0.952
4. C 1.033
5. C 0.344
6. C 1.234
7. C -1.440
8. H 0.534

# 3
The following is a DFT calculation (ωB97M-V with the def2-TZVPD basis set) of a molecular structure, C13H23BrN6Ni.

ORCA input file:
```
! RIJCOSX wB97M-V def2-TZVPD def2/J DEFGRID3
* xyz 2 1
Ni 1.1466 0.7395 0.2226
N 2.2533 0.8467 1.8934
C 3.0269 2.1186 1.9735
C 3.2280 2.5990 0.5498
N 1.8893 2.5497 -0.0811
C 1.8137 2.9595 -1.5029
C 0.4931 2.4218 -2.0129
N 0.4655 0.9838 -1.6596
H 1.6981 0.7046 2.7336
H 2.8792 0.0447 1.8516
H 3.9675 1.9859 2.5041
H 2.4298 2.8409 2.5319
H 3.8827 1.9188 0.0017
H 3.6605 3.5992 0.5018
H 1.2778 3.1653 0.4582
H 2.6504 2.4939 -2.0279
H 1.9044 4.0397 -1.6147
H 0.3596 2.5845 -3.0815
H -0.3366 2.9041 -1.4932
H 1.0638 0.4628 -2.2999
H -0.4645 0.5704 -1.7795
C -0.7545 -4.1226 1.8844
N 0.0620 -3.1147 1.2060
C 1.0531 -3.3614 0.2904
C 1.5130 -2.1472 -0.1086
N 0.8149 -1.1628 0.5632
C -0.0581 -1.7893 1.3361
H -0.1412 -4.9946 2.0925
H -1.5948 -4.4089 1.2562
H -1.1193 -3.7161 2.8235
H 1.3428 -4.3600 0.0134
H 2.2906 -1.9256 -0.8198
H -0.7720 -1.3236 1.9959
Br -1.8224 1.3211 0.8817
C -2.8972 0.1835 -0.2684
C -4.1913 -0.0599 0.1552
C -4.9634 -0.8600 -0.6729
C -4.4108 -1.3525 -1.8488
C -3.1061 -1.0182 -2.1604
N -2.3479 -0.2452 -1.3685
H -4.5736 0.3515 1.0773
H -5.9854 -1.0898 -0.4025
H -4.9865 -1.9726 -2.5208
H -2.6409 -1.3645 -3.0743
*
```

Properties
Lowest unoccupied orbital energy (alpha / beta) = -6.2 / -6.2 eV
Orbital gap (alpha / beta) = 8.9 / 8.9 eV
HOMO level (alpha / beta) = -0.5560 / -0.5560 hartree
Max |F| = 0.7 eV/A
M = 401.966 g mol⁻¹

Mulliken population analysis, charges in e, atoms 1 to 8:
1. Ni -0.260
2. N -0.327
3. C -0.750
4. C -0.417
5. N 0.083
6. C -0.710
7. C -0.492
8. N -0.077

# 4
The following is a DFT calculation (ωB97M-V with the def2-TZVPD basis set) of a molecular structure, C37H40KN5O7SSb2 in a non-equilibrium geometry.

ORCA input file:
```
! RIJCOSX wB97M-V def2-TZVPD def2/J DEFGRID3
* xyz -2 1
K 1.7344 -3.1601 -0.2212
C 0.6097 1.3321 1.4759
C -0.8827 1.2646 1.1367
C -1.5621 0.0089 1.7001
Sb -1.5309 -1.6276 0.2928
C -3.3180 -2.6120 0.9763
C -3.5597 -2.8322 2.3318
C -4.7301 -3.4575 2.7469
C -5.6675 -3.8843 1.8156
C -5.4251 -3.6894 0.4624
C -4.2590 -3.0575 0.0485
C -2.6892 -0.4240 -1.1313
C -3.8201 0.3092 -0.7679
C -4.4800 1.1245 -1.6780
C -4.0164 1.2238 -2.9848
C -2.9028 0.4937 -3.3708
C -2.2530 -0.3244 -2.4516
Sb 1.8981 2.4665 0.1570
C 0.4560 3.0672 -1.3243
C 0.7487 2.7933 -2.6605
C -0.1539 3.1302 -3.6665
C -1.3560 3.7412 -3.3501
C -1.6568 4.0218 -2.0228
C -0.7565 3.6899 -1.0221
C 1.7784 4.3200 1.2724
C 1.4971 5.5398 0.6565
C 1.4746 6.7240 1.3831
C 1.7424 6.7115 2.7452
C 2.0427 5.5079 3.3689
C 2.0641 4.3265 2.6381
H 1.0448 0.3317 1.5252
H 0.7479 1.7867 2.4608
H -1.0456 1.3258 0.0568
H -1.3717 2.1588 1.5417
H -2.6148 0.1972 1.9239
H -1.0794 -0.3476 2.6088
H -2.8097 -2.5430 3.0565
H -4.9032 -3.6223 3.8047
H -6.5785 -4.3741 2.1418
H -6.1441 -4.0300 -0.2748
H -4.0761 -2.9145 -1.0118
H -4.2002 0.2390 0.2467
H -5.3557 1.6851 -1.3679
H -4.5211 1.8687 -3.6960
H -2.5351 0.5575 -4.3889
H -1.4134 -0.9278 -2.7806
H 1.6815 2.3007 -2.9165
H 0.0851 2.8969 -4.6978
H -2.0678 3.9843 -4.1302
H -2.6037 4.4817 -1.7657
H -1.0050 3.9117 0.0089
H 1.2777 5.5692 -0.4051
H 1.2438 7.6580 0.8829
H 1.7209 7.6329 3.3155
H 2.2660 5.4855 4.4293
H 2.3336 3.4009 3.1381
O -1.8079 -3.6374 -2.8427
C -0.7694 -4.2564 -2.7152
C -0.7043 -5.7875 -2.6772
C 0.7873 -6.0726 -2.7140
C 1.3999 -4.6878 -2.5195
O 2.6139 -4.5134 -2.3159
N 0.4829 -3.7048 -2.5671
H -1.2724 -6.1990 -3.5108
H -1.1814 -6.1167 -1.7528
H 1.1187 -6.4521 -3.6833
H 1.1582 -6.7534 -1.9487
O 1.2783 -4.1731 1.9729
S 0.8911 -2.8645 2.5657
O 1.5247 -2.6648 3.8753
O 1.3452 -1.7686 1.6357
O -0.5888 -2.7847 2.6685
N 3.6272 -1.7112 -2.9277
C 2.8171 -0.6015 -2.8726
N 1.4843 -0.8542 -2.9956
O 3.2866 0.5302 -2.7847
H 3.2531 -2.6374 -2.7374
H 4.5629 -1.5301 -2.6093
H 1.1223 -1.7990 -2.8617
H 0.8733 -0.0871 -2.7678
N 2.3501 0.0293 4.2533
C 3.3837 0.3553 3.4230
C 4.2333 -0.6592 2.9297
C 5.2947 -0.2895 2.1457
C 5.5119 1.0652 1.8612
C 4.6142 1.9744 2.3741
N 3.5633 1.6478 3.1341
H 1.9793 -0.8893 4.1039
H 1.6620 0.7634 4.3087
H 3.9922 -1.6903 3.1557
H 5.9551 -1.0478 1.7405
H 6.3326 1.3939 1.2382
H 4.7222 3.0333 2.1553
*
```

Properties
Lowest unoccupied orbital energy = 3.9 eV
Orbital gap = 6.9 eV
HOMO level = -0.1107 hartree
Max |F| = 1.2 eV/A
M = 981.440 g mol⁻¹

Mulliken population analysis, charges in e, atoms 1 to 8:
1. K 1.028
2. C -0.088
3. C 0.540
4. C -1.608
5. Sb 0.748
6. C 0.373
7. C -0.463
8. C -0.634

Question: Which value of max |F| does entry 4 give?
Answer: 1.2 eV/A